Entry 1:
This record from OMol25 describes a molecular structure, C21H31BeF5P2 in a non-equilibrium geometry. The level of theory is ωB97M-V/def2-TZVPD.

The geometry in XYZ format:
```
60
Properties=species:S:1:pos:R:3:mulliken_charge:R:1
P 0.135 -3.625 -4.226 1.206
P 0.312 0.394 -4.127 1.337
C 0.098 -2.198 -5.356 -0.996
C 1.114 -1.171 -4.837 -1.711
H -0.941 -1.818 -5.379 0.458
H 0.378 -2.553 -6.362 0.450
H 1.731 -1.541 -3.978 0.449
H 1.817 -0.902 -5.650 0.666
C -1.214 0.598 -5.156 -1.733
H -1.461 1.670 -5.277 0.416
H -2.047 0.095 -4.634 0.300
H -1.028 0.137 -6.136 0.581
C 1.338 1.478 -5.263 -1.736
H 1.445 0.987 -6.234 0.561
H 2.343 1.609 -4.834 0.301
H 0.884 2.468 -5.407 0.367
C -1.304 -4.612 -4.721 -1.375
H -1.505 -5.376 -3.960 0.385
H -1.094 -5.088 -5.685 0.419
H -2.174 -3.937 -4.811 0.352
C 1.590 -4.575 -4.817 -1.360
H 2.437 -3.905 -5.016 0.361
H 1.328 -5.106 -5.746 0.398
H 1.889 -5.317 -4.064 0.361
Be 0.194 -2.654 -2.543 -0.289
C 0.480 5.899 -2.005 -0.453
C -0.794 6.184 -2.299 -0.443
C -1.883 5.215 -2.651 -0.670
C -1.868 3.836 -1.905 -0.980
C -1.368 2.646 -2.637 -0.738
C -0.032 2.422 -2.850 1.182
C 0.821 3.632 -3.217 -0.850
C 1.122 4.534 -1.989 -0.875
C 0.301 -4.105 -1.586 -1.259
H 1.181 6.701 -1.757 0.338
H -1.124 7.239 -2.276 0.329
H -1.905 5.028 -3.745 0.351
H -2.833 5.716 -2.401 0.412
H -1.304 3.904 -0.961 0.287
H -2.927 3.654 -1.619 0.527
H -2.126 1.889 -2.893 0.292
H 0.500 1.810 -2.093 -0.502
H 0.369 4.223 -4.029 0.400
H 1.789 3.269 -3.610 0.283
H 0.916 3.992 -1.051 0.260
H 2.212 4.693 -2.019 0.481
H 0.885 -3.738 -0.731 0.252
H 0.758 -5.051 -1.916 0.470
H -0.727 -4.327 -1.250 0.218
F -2.208 -1.270 -1.474 -0.484
C -1.017 -0.731 -1.062 0.276
C 0.174 -1.187 -1.592 0.787
C 1.344 -0.582 -1.161 0.555
F 2.556 -0.995 -1.658 -0.522
C 1.345 0.476 -0.235 0.160
F 2.494 1.092 0.121 -0.365
C 0.121 0.915 0.275 0.685
F 0.099 2.001 1.073 -0.413
C -1.072 0.320 -0.136 0.224
F -2.257 0.801 0.294 -0.385
```

Results
orbital gap (alpha / beta) = 6.932 / 6.992 eV
energy above the lowest of the compared OMol25 structures with the same formula, charge and spin = 100.9 kJ/mol
LUMO level (alpha / beta) = 0.3348 / 0.1654 eV

***

Entry 2:
This record from OMol25 describes 2 unconnected molecules or ions with the total composition CH8ClNSi2 in a non-equilibrium geometry. The level of theory is ωB97M-V/def2-TZVPD.

The geometry in XYZ format:
```
13
Properties=species:S:1:pos:R:3:mulliken_charge:R:1
C 3.120 0.406 0.192 -0.439
N -0.439 -0.148 -0.095 0.211
Si -1.624 -1.420 0.091 0.219
Si -0.407 1.491 0.199 -0.188
Cl 2.486 -1.229 -0.201 -0.207
H 3.437 0.422 1.215 0.296
H 3.827 0.529 -0.655 0.268
H 0.527 -0.645 -0.307 0.170
H -2.445 -1.074 1.360 -0.072
H -0.867 -2.687 0.081 -0.116
H -2.527 -1.129 -1.149 -0.068
H -1.841 2.030 0.186 -0.041
H 0.921 2.247 0.207 -0.031
```

Results
orbital gap (alpha / beta) = 10.302 / 4.432 eV
energy above the lowest of the compared OMol25 structures with the same formula, charge and spin = 623.9 kJ/mol
LUMO level (alpha / beta) = 0.5539 / -1.2298 eV

***

Entry 3:
This record from OMol25 describes C4H2ClFO2 in the gas phase. The level of theory is ωB97M-V/def2-TZVPD.

The geometry in XYZ format:
```
10
Properties=species:S:1:pos:R:3:mulliken_charge:R:1
O -2.693 -0.808 -0.003 -0.450
C -1.674 -0.161 -0.002 -0.101
C -0.338 -0.868 -0.006 0.491
F -0.451 -2.176 0.004 -0.240
C 0.867 -0.295 0.000 0.189
Cl 2.283 -1.279 -0.003 -0.166
C 1.137 1.185 0.000 -0.064
O 0.286 2.025 -0.001 -0.461
H -1.620 0.916 0.002 0.467
H 2.202 1.461 0.008 0.334
```

Results
orbital gap = 9.196 eV
SMILES = O=C/C(F)=C(/Cl)C=O
energy above the lowest of the compared OMol25 structures with the same formula, charge and spin = 0.0 kJ/mol
LUMO level = -1.2788 eV

***

Entry 4:
This record from OMol25 describes a gas-phase ion, C5H8NOS (charge +1) in a non-equilibrium geometry. The level of theory is ωB97M-V/def2-TZVPD.

The geometry in XYZ format:
```
16
Properties=species:S:1:pos:R:3:mulliken_charge:R:1
O 1.027 -0.885 1.446 -0.538
C 0.317 -0.846 -0.123 0.908
S 0.735 -2.271 -1.216 -0.151
C -1.006 -0.674 0.356 -0.776
C -1.546 0.509 0.560 -0.370
C -0.829 1.770 0.155 -0.431
C 0.349 1.657 -0.395 -0.501
N 0.939 0.363 -0.704 -0.146
H 1.896 -1.259 1.513 0.304
H -0.398 -2.969 -0.872 0.234
H -1.588 -1.523 0.562 0.344
H -2.520 0.608 0.951 0.463
H -1.129 2.676 0.586 0.421
H 1.024 2.412 -0.477 0.467
H 0.790 0.169 -1.694 0.407
H 1.941 0.263 -0.647 0.365
```

Results
orbital gap = 9.748 eV
SMILES = O[C@@]1(S)C=CC=C[NH2+]1
energy above the lowest of the compared OMol25 structures with the same formula, charge and spin = 300.6 kJ/mol
LUMO level = -4.3401 eV
net charge = +1

***

Entry 5:
This record from OMol25 describes a molecular structure, C39H38BrN7O2Ru. The level of theory is ωB97M-V/def2-TZVPD.

The geometry in XYZ format:
```
88
Properties=species:S:1:pos:R:3:mulliken_charge:R:1
Ru 0.332 -0.531 0.413 0.395
O 0.471 1.040 -1.446 -0.578
C -0.316 2.211 -1.595 -0.743
C -1.716 1.908 -1.145 0.427
C -2.739 2.807 -1.423 -0.795
C -4.010 2.535 -0.958 -0.534
C -4.217 1.365 -0.239 -0.912
C -3.142 0.527 -0.023 -0.243
N -1.905 0.786 -0.461 0.631
H 1.406 1.266 -1.530 0.288
H -0.316 2.544 -2.634 0.533
H 0.094 3.013 -0.974 0.280
H -2.526 3.703 -1.993 0.503
H -4.827 3.217 -1.153 0.430
H -5.193 1.103 0.145 0.486
H -3.271 -0.392 0.534 0.241
Br 3.806 6.048 1.345 -0.190
C 3.357 4.237 1.062 -0.342
C 4.289 3.363 0.530 -0.747
C 3.959 2.034 0.318 -1.148
C 2.684 1.542 0.638 0.182
C 1.758 2.452 1.166 0.548
C 2.090 3.779 1.380 -0.649
N 2.297 0.202 0.412 1.139
C 3.223 -0.704 0.039 -1.146
C 2.875 -2.051 -0.145 1.059
C 3.811 -3.039 -0.535 -1.167
C 3.427 -4.347 -0.588 -0.339
C 2.107 -4.695 -0.242 -1.077
C 1.235 -3.690 0.091 -0.017
N 1.574 -2.391 0.120 0.602
H 5.279 3.714 0.274 0.428
H 4.723 1.403 -0.107 0.315
H 0.768 2.116 1.426 0.315
H 1.358 4.457 1.799 0.494
H 4.255 -0.422 -0.098 0.190
H 4.823 -2.743 -0.777 0.469
H 4.135 -5.112 -0.880 0.428
H 1.778 -5.724 -0.227 0.468
H 0.217 -3.927 0.371 0.308
C -6.422 -9.187 -3.502 -1.374
C -5.469 -8.035 -3.657 0.707
C -5.752 -6.972 -4.509 -0.661
C -4.875 -5.906 -4.645 -0.593
C -3.678 -5.899 -3.943 -0.067
N -2.764 -4.817 -4.100 -0.032
C -2.308 -3.975 -3.128 0.256
O -1.445 -3.143 -3.335 -0.697
N -2.892 -4.165 -1.881 0.035
C -2.534 -3.527 -0.705 0.238
C -3.153 -3.923 0.484 -0.574
C -2.822 -3.308 1.674 -1.237
C -1.873 -2.300 1.671 -1.102
N -1.281 -1.927 0.536 2.535
C -1.582 -2.510 -0.627 -0.833
C -3.369 -6.966 -3.103 -0.165
C -4.266 -8.011 -2.954 -0.514
H -7.299 -9.060 -4.135 0.343
H -6.762 -9.279 -2.469 0.322
H -5.943 -10.128 -3.774 0.334
H -6.678 -6.972 -5.071 0.302
H -5.115 -5.076 -5.299 0.447
H -2.400 -4.603 -5.014 0.293
H -3.594 -4.884 -1.806 0.220
H -3.892 -4.716 0.467 0.497
H -3.293 -3.603 2.601 0.515
H -1.580 -1.772 2.567 0.143
H -1.065 -2.173 -1.509 0.546
H -2.417 -6.981 -2.586 0.509
H -4.014 -8.837 -2.299 0.408
C 1.228 -1.864 3.665 -0.806
C 0.343 -0.805 4.250 1.238
C 0.088 -0.751 5.607 -0.989
C -0.722 0.246 6.147 -0.815
C -1.286 1.217 5.328 -0.830
C -1.065 1.216 3.963 0.866
C -1.636 2.292 3.087 -1.275
C -0.250 0.183 3.406 -0.294
N -0.040 0.159 2.091 -0.029
H 1.700 -2.446 4.456 0.488
H 2.008 -1.430 3.037 0.031
H 0.665 -2.554 3.029 0.079
H 0.536 -1.491 6.259 0.445
H -0.905 0.270 7.214 0.408
H -1.908 1.991 5.762 0.458
H -2.543 2.706 3.527 0.512
H -1.866 1.923 2.088 -0.061
H -0.923 3.115 2.975 0.244
```

Results
orbital gap (alpha / beta) = 6.008 / 6.851 eV
spin multiplicity = 6
energy above the lowest of the compared OMol25 structures with the same formula, charge and spin = 62.5 kJ/mol
LUMO level (alpha / beta) = -2.3414 / -3.3839 eV
net charge = +1

***

Entry 6:
This record from OMol25 describes 2 unconnected molecules or ions with the total composition C5H11NO in a non-equilibrium geometry. The level of theory is ωB97M-V/def2-TZVPD.

The geometry in XYZ format:
```
18
Properties=species:S:1:pos:R:3:mulliken_charge:R:1
C 0.932 1.228 -2.510 -0.510
C -0.190 0.503 -2.526 -0.062
C -0.849 0.087 -1.218 -0.584
N -1.034 1.177 -0.226 -0.227
C 0.098 1.651 0.393 0.085
C 0.039 2.387 1.520 -0.958
H 1.594 1.318 -3.394 0.256
H 1.240 1.718 -1.497 0.061
H -0.508 -0.145 -3.357 0.294
H -1.785 -0.460 -1.330 0.358
H -0.204 -0.488 -0.441 0.280
H -1.818 1.667 -0.084 0.148
H 0.987 1.344 -0.003 0.404
H -0.936 2.642 2.057 0.200
H 0.868 2.892 2.047 0.254
O 0.754 -5.692 3.853 -0.635
H 0.263 -5.220 3.202 0.311
H 0.548 -6.608 3.514 0.324
```

Results
orbital gap = 8.606 eV
SMILES = C=CCNC=C.O
energy above the lowest of the compared OMol25 structures with the same formula, charge and spin = 380.4 kJ/mol
LUMO level = 0.8202 eV